Entry from the Open Molecules 2025 dataset: a cluster of 2 separate species, C4H10OS in total (ωB97M-V/def2-TZVPD).

Cartesian coordinates (Å):
S  -1.405  -1.245  -0.298
O  3.603  0.610  1.467
C  2.823  0.487  -0.763
C  -2.331  0.283  -0.198
C  3.089  1.183  0.544
C  -3.840  0.090  -0.056
H  -2.102  0.866  -1.085
H  -4.105  -0.673  0.681
H  -4.250  -0.256  -1.015
H  -0.851  -1.021  -1.508
H  2.824  2.255  0.625
H  -4.328  1.050  0.122
H  3.191  -0.535  -0.716
H  -1.888  0.813  0.657
H  1.750  0.369  -0.983
H  3.230  1.032  -1.621

Output
* net charge: +1
* orbital gap (spin up / spin down): 0.3001 / 0.1171 Eh
* LUMO energy (spin up / spin down): -4.49 / -9.45 eV
* HOMO (spin up / spin down): -12.7 / -12.6 eV
* multiplicity: 2
* ΔE to the lowest compared entry with this formula, charge and spin: 85.5 kJ/mol

Okay, here come the natural (NBO) numbers, in e, for every atom:
1 S 0.74
2 O -0.49
3 C -0.72
4 C -0.59
5 C 0.42
6 C -0.62
7 H 0.27
8 H 0.24
9 H 0.24
10 H 0.16
11 H 0.11
12 H 0.27
13 H 0.24
14 H 0.30
15 H 0.19
16 H 0.25